83
Properties=species:S:1:pos:R:3:forces:R:3 method="wB97M-V/def2-TZVPD" gap_ev=8.20 spin_multiplicity=1
Cl -12.84784 -3.91489 -3.02941 -0.214 0.186 -0.055
Cl 4.05200 -3.36570 -2.46389 0.150 -0.147 0.376
Cl 4.05868 2.93140 -3.65292 0.255 -0.269 -0.727
Cl 12.06693 0.32999 -4.21353 -0.058 0.064 0.322
Cl -2.45298 -1.63765 0.12831 0.301 0.144 -0.160
Cl 13.30337 0.67634 -1.60970 -0.298 -0.022 -0.148
Cl -0.54015 0.48877 -0.36672 0.106 -0.084 0.010
Cl -8.59168 1.43093 4.37016 0.344 -0.101 0.004
Cl 9.14819 -1.42674 3.17363 -0.135 0.072 -0.346
Cl 0.88931 -3.76835 -3.73518 0.028 -0.064 -0.391
Cl -2.89687 0.42754 9.54894 0.030 0.127 -0.301
Cl 8.86250 -2.82851 0.64753 -0.058 0.242 0.128
Cl 9.97385 -4.46302 6.83872 -0.288 -0.016 -0.164
Cl 0.15545 -3.51281 -6.53222 0.255 -0.081 0.212
Cl -6.27105 1.98148 6.02656 -0.889 0.345 -0.656
Cl -14.55946 -2.86661 -5.12728 0.084 0.009 0.330
Cl 7.44415 -3.16657 6.24765 0.167 -0.238 -0.048
Cl -6.54574 -0.59872 4.72629 -0.055 0.264 0.061
Cl -5.98154 1.77361 3.14654 -0.153 -0.070 0.278
Cl -6.12799 -2.70503 -1.03280 -0.042 0.281 0.137
Cl -2.94934 2.80475 7.88220 -0.007 -0.263 -0.005
Cl -15.61966 -3.26903 -2.45477 0.271 0.072 -0.171
Cl 2.91430 -3.12128 -5.71568 -0.232 -0.127 0.019
Cl 10.88722 -0.91129 -1.86896 0.443 0.143 -0.569
Cl -1.39124 -1.23463 -2.54193 0.057 0.113 0.380
Cl 4.21887 -0.56077 6.77915 -0.289 0.074 0.104
Cl -10.37841 1.54937 -3.72285 0.145 -0.255 -0.038
Cl 7.55628 -6.04902 6.57685 0.160 0.281 -0.109
Cl -13.70667 -1.14294 -2.95301 -0.190 -0.317 -0.072
Cl -10.27740 -1.33307 -3.39062 0.243 0.246 -0.120
Cl -8.15347 -0.81521 -0.16247 0.334 -0.207 0.400
Cl 10.77166 1.97029 -2.19811 0.147 -0.241 -0.023
Cl -4.06594 0.31394 6.89390 1.025 -0.344 0.560
Cl -7.85080 0.24138 -3.14940 -0.395 0.112 -0.613
Cl 2.85881 -4.53655 -0.08899 0.210 -0.002 -0.118
Cl 3.52290 0.68236 -5.41069 0.008 0.248 0.030
Cl 2.51661 -0.72958 9.12504 0.004 0.118 -0.341
Cl -5.54497 0.14114 -1.01643 0.010 -0.231 0.328
Cl 5.34871 2.77903 -6.25126 -0.257 -0.080 0.144
Cl 8.73953 -4.80826 4.23411 -0.072 -0.018 0.337
Cl 1.34575 -0.84363 6.47113 0.533 -0.047 0.040
Cl 2.46130 1.64761 7.45977 0.024 -0.342 -0.011
Cl 1.74292 -5.77745 -5.64931 -0.036 0.345 0.048
Cl 5.44913 -5.46137 -1.02040 -0.205 0.266 0.052
Cl -9.10660 -0.10142 -5.74466 -0.082 0.031 0.301
Cl 2.50105 3.31854 -6.07215 0.224 -0.191 0.182
Cl 0.31936 -2.28212 -0.44332 -0.203 0.297 -0.085
Cl 9.42645 0.01873 0.67173 -0.492 -0.141 0.607
Cl 6.82063 -0.95089 1.50618 0.607 0.447 0.370
Cl -5.81746 -1.30175 1.49098 -0.075 -0.053 -0.400
Cl -1.19277 0.59342 7.20347 -0.559 0.201 0.274
Cl 5.18672 -2.81737 0.15131 -0.409 -0.726 -0.541
O -3.15172 2.21286 -1.65646 1.688 2.432 2.004
O -1.06585 3.53798 -4.03287 2.331 0.167 5.465
O 1.31210 6.62071 -1.01042 -2.021 -5.495 -0.221
O -3.92655 4.39258 -0.62182 2.441 -2.163 0.255
C -1.35936 4.13599 -1.55518 1.721 2.377 1.392
C 3.85824 2.42818 -5.34714 0.076 0.086 -0.100
C -2.77628 1.03465 7.88223 0.027 -0.144 -0.068
C 11.75743 0.51598 -2.47280 0.037 -0.126 -0.053
C -6.41125 -1.17033 -0.18060 -0.090 0.035 -0.116
C -0.69365 5.07258 -0.66199 -0.170 -2.593 -2.882
C -6.84795 1.14745 4.56727 -0.081 0.218 0.059
C 4.38676 -4.04541 -0.85593 0.000 0.113 -0.060
C -14.18362 -2.79813 -3.39117 -0.037 0.074 -0.013
C 0.83956 5.44132 -1.08764 0.893 2.681 0.437
C -1.01698 -1.16775 -0.80597 -0.200 -0.374 -0.128
C 4.24028 3.44772 -0.52070 -4.629 3.467 -3.635
C 2.63584 -0.12144 7.45902 0.050 0.035 0.076
C -0.54293 3.61215 -2.87018 -0.651 -0.097 -2.293
C 1.42529 -4.04513 -5.40783 -0.099 -0.064 0.060
C 1.68313 4.16905 -1.67063 0.161 -2.306 -1.441
C -9.40296 0.08911 -4.00192 0.121 -0.029 -0.009
C 8.56496 -1.29638 1.49995 0.161 0.121 0.087
C 3.22016 3.91692 -1.22886 2.425 -2.295 4.221
C 8.42849 -4.62192 5.97428 0.009 -0.056 -0.028
C 1.01870 3.24037 -2.57061 0.319 2.666 2.360
B -2.88661 3.60432 -1.26290 -1.039 -1.036 -0.457
H 1.53137 2.30170 -2.99978 -1.034 1.851 0.611
H -2.30791 1.74975 -1.38284 -1.226 0.261 -0.909
H -1.18816 5.48657 0.29110 0.949 -0.477 -1.833
H 5.26585 3.39458 -0.00183 -2.256 -0.062 -1.231
H -4.07896 3.91556 0.24271 -0.345 0.685 -1.370